Molecular formula: C3H3N5
Method: DFT, ωB97M-V with the def2-TZVPD basis set

```
11
Properties=species:S:1:pos:R:3:forces:R:3:lowdin_charge:R:1
C -1.3355 1.0838 -0.0239 4.2 -1.1 -0.5 -0.106
C -1.3913 -0.9494 -0.0345 3.9 -3.4 0.9 -0.178
C 0.0637 0.7360 -0.2218 -3.3 0.6 3.1 -0.168
H -1.8321 1.9186 0.0781 -1.4 4.9 0.2 0.035
H -1.6669 -1.9098 0.0692 -0.8 -3.3 0.1 0.083
H 2.2068 1.7861 0.5036 -4.1 -2.5 -2.2 0.268
N -2.1388 0.0249 0.1342 -0.6 1.9 -1.0 0.078
N 0.0039 -0.6643 -0.0430 -4.6 3.9 -2.0 -0.044
N 1.1830 -1.1607 0.0087 2.3 -2.1 0.2 0.025
N 2.0110 -0.2348 0.0534 1.7 1.1 0.3 -0.025
N 1.4082 1.0324 -0.0061 2.8 0.0 0.9 0.030
```
Forces are in eV/Å.

Results
* charge: 0
* calculated total energy: -10605.1405 eV
* largest force on an atom: 0.1235 hartree/bohr
* HOMO: -8.21 eV
* Kohn-Sham gap: 0.30961 Ha



Molecular formula: C3H3NO
Method: DFT, ωB97M-V with the def2-TZVPD basis set

```
8
Properties=species:S:1:pos:R:3:forces:R:3:lowdin_charge:R:1
O 0.5513 -0.8225 0.9500 0.4 -1.2 -4.7 0.001
C 0.6513 -0.4332 -0.6044 1.6 0.8 2.1 0.029
C 0.0312 0.7599 -0.6194 0.4 0.0 0.0 -0.168
N -0.7750 0.9117 0.4881 -1.1 -0.4 0.0 0.083
C -0.5605 -0.1768 1.1658 -0.7 0.6 -0.2 -0.303
H 1.3957 -0.8536 -1.2625 0.3 -0.2 0.6 0.093
H 0.0582 1.5262 -1.3867 -0.1 -0.3 0.0 0.112
H -1.3521 -0.9116 1.2691 -0.7 0.6 2.2 0.152
```
Forces are in eV/Å.

Results
* charge: 0
* calculated total energy: -6693.7541 eV
* structure (SMILES): c1cocn1
* largest force on an atom: 0.0949 hartree/bohr
* HOMO: -9.19 eV
* Kohn-Sham gap: 0.34320 Ha